Record 1
DFT (the ωB97M-V functional and the def2-TZVPD basis) results for a molecular structure, C24H52N6OPSi3Tb.

**LUMO level (alpha / beta)**: -6.407 / -4.813 eV
**⟨S²⟩**: 12.510
**HOMO (alpha / beta)**: -0.505 / -0.503 hartree
**Gap between HOMO and LUMO (alpha / beta)**: 7.3 / 8.9 eV

Structure (ORCA input):
```
! wB97M-V def2-TZVPD RIJCOSX def2/J DEFGRID3
* xyz 2 7
Tb 0.045 0.201 -0.823
C 0.261 -2.391 -3.931
Si 1.727 -1.543 -3.117
C 3.303 -2.360 -3.689
C 1.607 0.235 -3.766
C 1.604 -1.515 -1.239
Si 3.114 -0.911 -0.321
C 4.019 0.436 -1.268
C 2.515 -0.019 1.246
C 4.297 -2.272 0.151
Si 0.707 -2.960 -0.514
C 0.663 -2.978 1.364
C 1.253 -4.639 -1.117
C -1.155 -2.723 -0.977
C -2.029 -3.807 -0.965
C -3.370 -3.635 -1.272
C -3.834 -2.365 -1.582
C -2.931 -1.322 -1.564
N -1.633 -1.488 -1.274
H 0.457 -2.442 -5.006
H -0.669 -1.829 -3.809
H 0.072 -3.411 -3.595
H 3.364 -2.346 -4.780
H 3.325 -3.405 -3.372
H 4.201 -1.878 -3.302
H 1.538 0.199 -4.856
H 2.452 0.874 -3.509
H 0.693 0.776 -3.465
H 3.377 1.301 -1.472
H 4.431 0.109 -2.222
H 4.854 0.794 -0.660
H 1.735 0.742 1.068
H 3.342 0.537 1.694
H 2.109 -0.692 2.000
H 4.688 -2.769 -0.739
H 3.831 -3.035 0.777
H 5.148 -1.866 0.704
H 1.650 -3.123 1.806
H 0.036 -3.811 1.694
H 0.233 -2.063 1.782
H 2.318 -4.765 -0.909
H 1.106 -4.789 -2.186
H 0.729 -5.438 -0.586
H -1.652 -4.794 -0.730
H -4.045 -4.481 -1.277
H -4.869 -2.185 -1.835
H -3.254 -0.311 -1.793
C -2.648 -1.582 2.634
N -2.226 -0.320 3.244
C -2.607 -0.198 4.651
P -1.782 0.916 2.282
O -0.959 0.359 1.120
N -3.068 1.688 1.610
C -4.139 2.164 2.486
C -3.079 2.264 0.277
N -0.981 1.956 3.256
C -0.897 3.374 2.920
C 0.161 1.484 4.045
H -3.731 -1.704 2.717
H -2.162 -2.415 3.145
H -2.370 -1.613 1.582
H -3.686 -0.323 4.771
H -2.322 0.773 5.045
H -2.107 -0.975 5.231
H -4.167 1.578 3.402
H -5.098 2.045 1.981
H -4.015 3.218 2.752
H -2.362 1.745 -0.361
H -2.828 3.330 0.275
H -4.071 2.144 -0.161
H -1.803 3.711 2.423
H -0.038 3.581 2.271
H -0.778 3.950 3.837
H 0.084 0.414 4.228
H 0.179 2.003 5.004
H 1.102 1.680 3.523
C 1.894 5.894 -1.023
N 1.077 4.710 -1.283
C 0.017 4.635 -2.152
C -0.401 3.342 -2.130
N 0.394 2.619 -1.263
C 1.270 3.487 -0.775
H 1.281 6.779 -1.170
H 2.741 5.921 -1.704
H 2.243 5.871 0.005
H -0.330 5.494 -2.698
H -1.209 2.898 -2.689
H 2.057 3.265 -0.071
*
```

Record 2
DFT (the ωB97M-V functional and the def2-TZVPD basis) results for C4H9NO2 in the gas phase.

**LUMO level**: 0.935 eV
**SMILES string**: CCNC(=O)OC
**HOMO**: -0.357 hartree
**Gap between HOMO and LUMO**: 10.7 eV

Structure (ORCA input):
```
! wB97M-V def2-TZVPD RIJCOSX def2/J DEFGRID3
* xyz 0 1
C 1.663 -0.983 1.628
C 1.016 0.386 1.393
N 0.647 0.643 0.014
C -0.594 0.312 -0.432
O -1.510 -0.074 0.267
O -0.686 0.485 -1.770
C -1.986 0.230 -2.298
H 1.239 -1.728 0.947
H 2.749 -0.965 1.484
H 1.474 -1.320 2.653
H 0.090 0.459 1.967
H 1.680 1.190 1.730
H 1.345 0.867 -0.678
H -1.892 0.347 -3.379
H -2.316 -0.782 -2.049
H -2.709 0.946 -1.896
*
```

Record 3
DFT (the ωB97M-V functional and the def2-TZVPD basis) results for 2 unconnected molecules or ions with the total composition C3H6IN2.

**LUMO level**: -5.007 eV
**HOMO**: -0.505 hartree
**Gap between HOMO and LUMO**: 8.7 eV

Structure (ORCA input):
```
! wB97M-V def2-TZVPD RIJCOSX def2/J DEFGRID3
* xyz 1 1
C 0.149 1.413 0.113
C -1.412 0.099 0.697
C 0.821 0.268 0.394
N -1.194 1.244 0.281
N -0.168 -0.710 0.811
I 2.637 -0.329 -0.120
H 0.686 2.203 -0.359
H -2.425 -0.241 1.123
H 0.756 -0.653 -2.554
H 0.520 -0.571 -1.939
H -0.245 -1.266 1.582
H -0.126 -1.457 -0.028
*
```

Record 4
DFT (the ωB97M-V functional and the def2-TZVPD basis) results for a molecular structure, C18H18F2IrN7O2S2.

**LUMO level (alpha / beta)**: -2.290 / -3.480 eV
**⟨S²⟩**: 0.759
**HOMO (alpha / beta)**: -0.375 / -0.399 hartree
**Gap between HOMO and LUMO (alpha / beta)**: 7.9 / 7.4 eV

Structure (ORCA input):
```
! wB97M-V def2-TZVPD RIJCOSX def2/J DEFGRID3
* xyz 1 2
Ir 0.294 0.237 -0.331
O -3.343 -1.653 -0.264
C -2.490 -0.782 -0.759
O -1.616 -0.358 0.011
C -2.693 -0.365 -2.143
C -3.867 -0.791 -2.780
C -4.186 -0.357 -4.047
C -3.328 0.523 -4.698
C -2.160 0.939 -4.090
C -1.805 0.500 -2.812
S -0.211 1.057 -2.287
H -4.530 -1.460 -2.251
H -5.097 -0.692 -4.523
H -3.567 0.880 -5.691
H -1.488 1.607 -4.612
N 0.685 -2.009 3.307
C 1.920 -2.228 2.761
C 1.957 -1.481 1.628
N 0.765 -0.805 1.486
C 0.007 -1.153 2.517
C -1.328 -0.662 2.908
N -1.490 0.416 3.741
C -2.838 0.540 3.986
C -3.433 -0.460 3.287
N -2.486 -1.197 2.616
H 0.330 -2.402 4.164
H 2.640 -2.890 3.207
H 2.750 -1.385 0.910
H -3.233 1.315 4.619
H -4.482 -0.692 3.215
H -3.039 -1.850 0.664
C 3.125 -0.069 -3.802
C 3.005 -0.667 -2.398
C 3.170 0.356 -1.323
N 2.246 0.784 -0.515
N 2.650 1.725 0.402
C 3.907 2.010 0.255
N 4.559 2.901 1.028
S 4.687 1.125 -1.020
H 2.989 -0.850 -4.548
H 4.107 0.379 -3.961
H 2.366 0.694 -3.961
H 3.765 -1.439 -2.260
H 2.029 -1.131 -2.255
H 4.028 3.429 1.697
H 5.511 3.159 0.849
F 0.511 1.470 3.512
C -0.474 1.193 4.383
F 0.075 0.477 5.396
H -0.896 2.114 4.782
*
```

ΔE to the lowest compared entry with this formula, charge and spin? In order: 168.1 46.5 361.1 0.0 kJ/mol.